--- i ---
C4H5NO | wB97M-V/def2-TZVPD

CARTESIAN COORDINATES (ANGSTROEM)
C (-1.79278, 0.10869, 0.11553)
C (-0.37001, -0.37253, 0.16213)
C (0.65332, 0.57247, -0.26036)
C (1.78872, -0.11268, -0.11238)
N (2.63224, -0.95921, 0.11450)
O (-0.08579, -1.50400, 0.54061)
H (-2.20387, 0.07443, 1.12686)
H (-1.86995, 1.12279, -0.27763)
H (-2.37158, -0.57385, -0.51004)
H (0.53920, 1.58149, -0.60888)
H (3.08051, 0.06240, -0.29035)

HOMO-LUMO gap	9.255	eV

These are the Mulliken partial charges, in e, on atoms 1 to 8: -1.000 0.945 -0.990 0.619 -0.475 -0.625 0.268 0.287

--- ii ---
C4H5NO | wB97M-V/def2-TZVPD

CARTESIAN COORDINATES (ANGSTROEM)
C (-2.07971, -0.10871, -0.60679)
C (-1.52668, -0.17999, 0.55540)
N (-0.75633, 0.57082, -0.38245)
H (-2.74246, -0.46791, -1.35869)
H (-1.38039, -0.64732, 1.48929)
H (-0.80740, 1.58350, -0.23097)
C (1.82520, -0.54854, 0.19708)
C (1.08036, -1.10152, -0.66630)
O (0.47237, -1.79561, -1.43439)
H (1.69364, 0.50118, 0.67262)
H (2.69219, -0.98139, 0.58886)

HOMO-LUMO gap	9.506	eV
SMILES	C1=CN1.C=C=O

These are the natural (NBO) partial charges, in e, on atoms 1 to 8: -0.060 -0.046 -0.634 0.237 0.224 0.331 -0.779 0.720

--- iii ---
C4H5NO | wB97M-V/def2-TZVPD

CARTESIAN COORDINATES (ANGSTROEM)
C (-1.31529, 0.43676, 0.11123)
C (-0.40500, -0.76094, 0.22549)
O (-0.79063, -1.88572, 0.43046)
C (1.11723, -0.50634, 0.11537)
C (1.42160, 0.68420, -0.67573)
N (1.53946, 1.64340, -1.31045)
H (-2.34109, 0.11354, -0.06323)
H (-0.98878, 1.10971, -0.68492)
H (-1.27827, 1.01010, 1.04548)
H (1.58088, -1.39461, -0.32223)
H (1.52690, -0.39360, 1.12770)

HOMO-LUMO gap	11.024	eV
SMILES	CC(=O)CC#N

These are the natural (NBO) partial charges, in e, on atoms 1 to 8: -0.736 0.614 -0.512 -0.626 0.280 -0.314 0.245 0.249

The most stable arrangement is iii, and the next structure is 288.3 kJ/mol less stable.

--- i ---
C3H5NOS2 | wB97M-V/def2-TZVPD

CARTESIAN COORDINATES (ANGSTROEM)
C (0.47973, -0.77843, -1.92296)
C (-0.01650, -0.01108, -0.82432)
N (-0.21316, 1.23402, -0.92697)
S (-0.84097, 1.86735, 0.52791)
C (-0.60192, 0.16149, 1.35703)
S (0.75215, 0.16250, 2.56036)
O (-0.22974, -0.71427, 0.31912)
H (1.58796, -0.92760, -1.64079)
H (0.45789, -0.10830, -2.73760)
H (-0.07629, -1.76799, -2.03429)
H (-1.58025, -0.09973, 1.62006)
H (0.28111, 0.98202, 3.70246)

HOMO-LUMO gap	8.860	eV
SMILES	CC1=NS[C@H](S)O1

These are the natural (NBO) partial charges, in e, on atoms 1 to 8: -0.666 0.526 -0.604 0.345 -0.161 -0.044 -0.491 0.239

--- ii ---
C3H5NOS2 | wB97M-V/def2-TZVPD

CARTESIAN COORDINATES (ANGSTROEM)
C (0.03984, -1.63685, 0.09535)
C (-0.80460, -0.31369, 0.00547)
S (-2.52576, -0.18562, -0.09678)
N (-0.14295, 0.85674, 0.16265)
O (-0.77871, 2.11214, 0.15772)
C (1.28891, 0.99385, -0.14105)
S (2.45590, -0.07160, -0.03591)
H (-0.67880, -2.49946, 0.09953)
H (0.43732, -1.51769, 1.15651)
H (0.84125, -1.70260, -0.70517)
H (-1.67979, 1.85322, -0.30451)
H (1.54740, 2.11155, -0.39379)

HOMO-LUMO gap	8.192	eV
SMILES	CC(=S)N(O)C=S

These are the natural (NBO) partial charges, in e, on atoms 1 to 8: -0.677 0.151 -0.176 -0.168 -0.529 -0.164 0.079 0.248

The most stable arrangement is i, and the next structure is 152.9 kJ/mol less stable.

--- i ---
C3H5NOS2 | wB97M-V/def2-TZVPD

CARTESIAN COORDINATES (ANGSTROEM)
C (-3.47037, -0.04388, 0.22986)
S (-1.74826, -0.42487, -0.12401)
N (-1.02284, 1.10857, -0.00851)
C (0.18598, 1.10798, -0.18968)
C (1.21135, 0.02612, -0.15539)
O (0.85847, -1.19746, 0.02175)
S (3.00517, 0.08718, 0.14078)
H (-3.49404, 0.52152, 1.15251)
H (-4.10286, 0.55760, -0.72598)
H (-3.73530, -1.25093, 0.38333)
H (0.64351, 2.11640, 0.06825)
H (3.30850, -1.26329, -0.56965)

HOMO-LUMO gap	8.239	eV
SMILES	CS/N=C\C(=O)S

These are the natural (NBO) partial charges, in e, on atoms 1 to 8: -0.786 0.478 -0.463 -0.044 0.314 -0.543 -0.042 0.229

--- ii ---
C3H5NOS2 | wB97M-V/def2-TZVPD

CARTESIAN COORDINATES (ANGSTROEM)
C (1.25900, 1.10214, 1.02303)
S (0.14932, 1.48644, -0.37720)
C (-0.61392, -0.21608, -0.66840)
C (-2.09004, -0.07614, -0.72306)
S (-3.19364, -0.95955, -1.63118)
N (-0.17112, -1.44707, -0.59397)
O (1.22515, -1.56820, -0.39621)
H (1.97877, 0.27497, 0.67185)
H (0.87898, 0.96939, 1.95574)
H (1.64374, 2.15243, 1.03114)
H (-2.26061, 0.91901, 0.07054)
H (1.19438, -2.63737, -0.36227)

HOMO-LUMO gap	7.850	eV
SMILES	CS/C(C=S)=N\O

These are the natural (NBO) partial charges, in e, on atoms 1 to 8: -0.721 0.201 -0.024 -0.314 0.093 -0.098 -0.552 0.256

The most stable arrangement is i, and the next structure is 69.9 kJ/mol less stable.